# 1
A molecular structure, C4H6KO2 in a non-equilibrium geometry. Source: OMol25; level of theory: ωB97M-V/def2-TZVPD.

As for the HOMO energy: -12.670 eV. The calculation puts the HOMO-LUMO gap at 8.7 eV.

Structure (ORCA input):
```
! RIJCOSX wB97M-V def2-TZVPD def2/J DEFGRID3
* xyz 1 1
C 2.507 0.037 0.731
C 2.630 1.159 0.278
H 2.603 2.127 -0.194
O 1.929 -1.392 2.575
C 2.744 -1.232 1.436
H 2.624 -2.067 0.726
H 1.011 -1.485 2.301
H 3.799 -1.215 1.783
H 1.120 0.401 -2.663
C 1.277 1.350 -3.235
O 2.107 1.436 -4.114
K 3.601 0.273 -5.756
H 0.742 2.244 -2.862
*
```

Results of the natural (NBO) charge analysis, in e, for atoms 1 through 5:
1 C -0.03
2 C -0.26
3 H 0.24
4 O -0.68
5 C -0.14

=====

# 2
4 unconnected molecules or ions with the total composition C12H24BrN2O14S2 in a non-equilibrium geometry. Source: OMol25; level of theory: ωB97M-V/def2-TZVPD.

As for the HOMO energy: -6.603 eV. The calculation puts the HOMO-LUMO gap at 8.9 eV.

Structure (ORCA input):
```
! RIJCOSX wB97M-V def2-TZVPD def2/J DEFGRID3
* xyz -1 1
C 4.625 -1.679 -1.020
C 4.182 -0.688 -2.185
O 4.802 -0.753 -3.283
N 3.069 0.282 -2.115
C 2.892 0.860 -0.751
S 1.621 -0.456 -2.730
O 1.328 0.258 -4.042
O 1.771 -1.918 -3.049
N 0.329 -0.063 -1.680
S -0.362 -1.442 -0.952
O -1.540 -0.932 -0.129
O -0.918 -2.461 -1.907
Br 0.973 -2.509 0.484
H 5.154 -1.127 -0.175
H 3.759 -2.328 -0.656
H 5.388 -2.403 -1.491
H 3.832 1.405 -0.381
H 2.653 0.068 0.054
H 2.056 1.649 -0.753
C 3.083 6.725 -2.676
O 1.834 6.202 -3.116
C 1.789 4.857 -3.173
O 2.690 4.108 -2.890
O 0.569 4.501 -3.598
C 0.374 3.086 -3.709
H 3.005 7.813 -2.669
H 3.306 6.388 -1.661
H 3.884 6.440 -3.362
H 0.488 2.604 -2.737
H 1.063 2.656 -4.436
H -0.645 2.917 -4.059
C -1.596 -2.530 4.281
O -0.995 -2.128 5.515
C 0.345 -2.182 5.516
O 1.039 -2.528 4.594
O 0.778 -1.781 6.724
C 2.196 -1.788 6.867
H -2.677 -2.447 4.394
H -1.283 -1.872 3.467
H -1.351 -3.569 4.053
H 2.659 -1.102 6.155
H 2.591 -2.799 6.742
H 2.431 -1.449 7.876
C -7.715 -0.873 1.252
O -7.244 -1.191 -0.054
C -5.932 -1.490 -0.108
O -5.172 -1.505 0.827
O -5.622 -1.768 -1.382
C -4.247 -2.106 -1.597
H -8.780 -0.649 1.177
H -7.587 -1.722 1.926
H -7.204 0.010 1.642
H -3.980 -3.005 -1.037
H -3.596 -1.274 -1.323
H -4.115 -2.311 -2.659
*
```

Results of the natural (NBO) charge analysis, in e, for atoms 1 through 5:
1 C -0.74
2 C 0.70
3 O -0.52
4 N -0.69
5 C -0.44

=====

# 3
A molecular structure, ArH28O14 in a non-equilibrium geometry. Source: OMol25; level of theory: ωB97M-V/def2-TZVPD.

As for the HOMO energy: -9.728 eV. The calculation puts the HOMO-LUMO gap at 9.2 eV.

Structure (ORCA input):
```
! RIJCOSX wB97M-V def2-TZVPD def2/J DEFGRID3
* xyz 0 1
Ar -0.112 0.252 -0.263
O -3.754 0.454 -1.745
H -4.519 0.420 -2.319
H -4.023 1.018 -1.020
O -1.752 0.152 3.518
H -2.080 -0.743 3.429
H -0.814 0.082 3.345
O 1.297 2.071 2.397
H 1.818 2.160 3.195
H 1.931 1.827 1.723
O 3.579 0.978 0.695
H 4.227 1.561 1.092
H 3.547 1.245 -0.224
O 2.440 -3.009 0.312
H 1.581 -2.897 0.721
H 2.627 -2.161 -0.089
O -0.548 -3.046 -1.059
H 0.399 -3.016 -1.189
H -0.715 -2.414 -0.359
O -1.529 0.321 -3.727
H -0.686 0.113 -3.325
H -2.090 0.572 -2.993
O -1.662 3.021 -1.398
H -2.306 3.724 -1.477
H -1.277 3.144 -0.530
O -0.169 3.863 0.870
H 0.263 3.206 1.417
H -0.768 4.313 1.465
O 2.323 -2.133 -2.532
H 1.869 -1.298 -2.647
H 2.089 -2.642 -3.308
O 0.206 -2.648 1.767
H 0.394 -1.821 2.211
H 0.186 -3.298 2.470
O -2.970 -1.620 0.269
H -3.671 -2.164 -0.090
H -3.046 -0.790 -0.201
O 0.787 -0.448 3.218
H 1.046 0.370 2.794
H 1.433 -0.573 3.913
O 1.255 0.351 -3.273
H 1.885 0.935 -2.852
H 1.309 0.570 -4.203
*
```

Results of the natural (NBO) charge analysis, in e, for atoms 1 through 5:
1 Ar 0.00
2 O -0.95
3 H 0.48
4 H 0.48
5 O -0.97

=====

# 4
C5H6O in the gas phase in a non-equilibrium geometry. Source: OMol25; level of theory: ωB97M-V/def2-TZVPD.

The structure (SMILES) is C#C[C@@H](C)C=O. As for the HOMO energy: -9.826 eV. The calculation puts the HOMO-LUMO gap at 10.6 eV.

Structure (ORCA input):
```
! RIJCOSX wB97M-V def2-TZVPD def2/J DEFGRID3
* xyz 0 1
C -2.287 0.907 0.494
C -1.161 0.634 0.160
C 0.080 -0.143 0.129
C 0.519 -0.776 -1.204
C 1.237 0.422 0.925
O 2.399 0.243 0.653
H -3.223 1.347 0.732
H -0.421 -0.770 0.903
H -0.300 -1.319 -1.679
H 0.872 -0.020 -1.921
H 1.360 -1.459 -1.048
H 0.926 0.933 1.856
*
```

Results of the natural (NBO) charge analysis, in e, for atoms 1 through 5:
1 C -0.24
2 C 0.00
3 C -0.42
4 C -0.60
5 C 0.46

=====

# 5
A molecular structure, C36H29Cl2N7O3Tc. Source: OMol25; level of theory: ωB97M-V/def2-TZVPD.

As for the HOMO energy (alpha / beta): -5.742 / -7.631 eV. The calculation puts the HOMO-LUMO gap (alpha / beta) at 5.6 / 6.9 eV.

Structure (ORCA input):
```
! RIJCOSX wB97M-V def2-TZVPD def2/J DEFGRID3
* xyz 0 4
Tc -0.272 -1.421 0.321
Cl -4.272 -6.546 -1.954
C -3.734 -4.989 -1.416
C -2.477 -4.889 -0.827
C -2.024 -3.650 -0.408
N -0.798 -3.345 0.201
C -0.041 -4.198 0.934
O 0.051 -5.402 0.827
C 0.583 -3.459 2.106
C 1.321 -4.130 3.053
C 1.646 -3.480 4.233
C 1.166 -2.199 4.437
C 0.449 -1.584 3.424
N 0.203 -2.175 2.256
C -2.852 -2.522 -0.494
C -4.084 -2.626 -1.109
C -4.523 -3.858 -1.581
Cl -6.071 -3.939 -2.360
N -2.360 -1.335 0.105
C -2.412 -0.178 -0.663
O -2.703 0.929 -0.285
C -1.767 -0.452 -2.017
C -2.238 -0.217 -3.286
C -1.501 -0.707 -4.355
C -0.321 -1.391 -4.114
C 0.104 -1.559 -2.806
N -0.611 -1.095 -1.782
H -1.849 -5.760 -0.719
H 1.592 -5.159 2.851
H 2.240 -3.974 4.994
H 1.344 -1.669 5.364
H 0.039 -0.593 3.540
H -4.730 -1.758 -1.201
H -3.165 0.325 -3.430
H -1.854 -0.567 -5.370
H 0.269 -1.796 -4.925
H 1.034 -2.054 -2.551
O 1.675 -1.431 -0.044
C 2.807 -0.784 0.273
C 4.021 -1.265 -0.212
C 5.230 -0.700 0.171
C 5.251 0.367 1.063
C 4.054 0.885 1.525
C 2.816 0.346 1.132
C 1.588 0.920 1.598
N 0.373 1.070 0.829
C -0.625 1.465 1.806
C -0.038 1.684 2.982
N 1.324 1.436 2.867
H 3.993 -2.131 -0.868
H 6.159 -1.104 -0.218
H 6.193 0.809 1.368
H 4.055 1.753 2.179
H -1.656 1.559 1.507
H -0.479 2.000 3.917
H 1.974 1.377 3.627
C -1.363 5.910 -0.602
N -1.371 4.910 0.449
C -2.442 3.948 0.261
C -0.077 4.300 0.769
C 0.532 3.398 -0.308
C 1.047 4.091 -1.409
C 1.584 3.470 -2.522
C 1.649 2.090 -2.543
C 1.192 1.378 -1.448
C 0.621 1.989 -0.340
H -2.304 6.463 -0.566
H -1.258 5.495 -1.617
H -0.550 6.620 -0.433
H -3.368 4.485 0.043
H -2.601 3.377 1.178
H -2.258 3.236 -0.555
H -0.199 3.776 1.705
H 0.626 5.115 0.951
H 1.049 5.174 -1.364
H 1.975 4.062 -3.341
H 2.083 1.561 -3.385
H 1.338 0.319 -1.419
*
```

Results of the Löwdin charge analysis, in e, for atoms 1 through 5:
1 Tc 1.53
2 Cl 0.66
3 C -0.68
4 C -0.03
5 C -0.20

=====

# 6
A molecular structure, C13H33BeF6N3O6P in a non-equilibrium geometry. Source: OMol25; level of theory: ωB97M-V/def2-TZVPD.

As for the HOMO energy: -2.712 eV. The calculation puts the HOMO-LUMO gap at 4.8 eV.

Structure (ORCA input):
```
! RIJCOSX wB97M-V def2-TZVPD def2/J DEFGRID3
* xyz -1 1
Be 0.468 0.113 -0.782
C 3.297 -0.553 -0.791
O 2.408 -1.456 -0.994
O 4.539 -0.854 -0.881
O 2.863 0.625 -0.568
P -1.058 -3.624 -0.938
F -0.123 -2.272 -0.774
F -1.043 -3.438 -2.593
F 0.331 -4.412 -1.052
F -1.941 -4.972 -1.069
F -1.147 -3.801 0.681
F -2.397 -2.720 -0.752
C -0.403 3.744 2.202
C -0.636 2.445 1.331
C -1.513 2.724 0.102
O -1.613 1.449 -0.469
C -2.984 0.990 -0.520
N 0.645 1.982 0.868
H -0.252 4.668 1.641
H 0.437 3.699 2.897
H -1.273 3.852 2.855
H -1.111 1.731 2.005
H -1.113 3.474 -0.585
H -2.463 3.185 0.387
H -3.423 0.958 0.482
H -2.961 -0.047 -0.848
H -3.614 1.711 -1.041
H 1.175 2.845 0.777
H 1.282 1.518 1.508
C -0.845 -0.823 -4.978
C -0.149 -0.232 -3.765
C 0.155 1.309 -3.836
O 0.823 1.620 -2.608
C 1.247 2.994 -2.507
N -0.995 -0.539 -2.618
H -1.441 -0.044 -5.461
H -1.433 -1.707 -4.741
H -0.153 -1.103 -5.776
H 0.858 -0.636 -3.647
H -0.726 1.956 -3.771
H 0.794 1.566 -4.682
H 1.879 2.983 -1.617
H 0.514 3.796 -2.412
H 1.977 3.192 -3.295
H -1.173 -1.535 -2.550
H -1.947 -0.216 -2.760
C -1.405 -1.175 2.868
C 0.101 -0.884 3.003
C 0.880 -1.912 3.884
O 2.196 -1.403 3.821
C 3.148 -1.928 4.716
N 0.597 -1.039 1.627
H -1.460 -2.262 2.790
H -1.958 -0.651 2.093
H -1.807 -0.900 3.848
H 0.220 0.140 3.359
H 0.806 -2.878 3.372
H 0.539 -2.109 4.904
H 3.027 -1.677 5.770
H 4.101 -1.515 4.378
H 3.274 -2.981 4.449
H 1.610 -0.977 1.692
H 0.367 -1.995 1.373
*
```

Results of the natural (NBO) charge analysis, in e, for atoms 1 through 5:
1 Be 1.52
2 C 0.92
3 O -0.88
4 O -0.85
5 O -0.94